[1]
Molecular formula: C4H3NO2
Method: DFT, the ωB97M-V functional and the def2-TZVPD basis

Geometry as XYZ:
```
10
Properties=species:S:1:pos:R:3:nbo_charge:R:1
N -0.37 2.74 -0.41 -0.276
C -0.79 1.61 -0.47 0.203
C -1.00 0.12 -0.22 0.297
O -0.52 -0.11 1.11 -0.473
C 0.75 -0.63 0.94 0.026
C 0.92 -0.86 -0.35 0.006
O -0.26 -0.63 -1.10 -0.478
H -2.06 -0.25 -0.24 0.220
H 1.54 -0.79 1.72 0.241
H 1.80 -1.20 -0.99 0.233
```

Computed properties:
ΔE to the lowest compared entry with this formula, charge and spin: 65.2 kcal/mol
Total charge: 0
Total energy: -9778.86019 eV
E_LUMO: 0.78 eV

=====

[2]
Molecular formula: C27H30N5ORuS
Method: DFT, the ωB97M-V functional and the def2-TZVPD basis

Geometry as XYZ:
```
65
Properties=species:S:1:pos:R:3:nbo_charge:R:1
Ru -0.10 0.08 -0.02 0.789
C -1.11 -0.62 3.96 -0.394
C -2.24 -0.28 2.99 -0.400
C -2.18 1.14 2.46 -0.235
N -1.41 1.35 1.22 -0.492
C -1.26 2.59 0.82 0.334
C -1.82 3.71 1.52 -0.319
C -1.54 5.05 1.43 -0.137
C -0.70 5.75 0.55 -0.297
C -0.11 5.23 -0.57 -0.134
C -0.16 3.92 -1.07 -0.327
C -0.67 2.75 -0.53 0.227
N -0.67 1.59 -1.20 -0.511
C -0.76 1.52 -2.63 -0.229
C -1.82 0.48 -2.98 -0.399
C -1.44 -0.93 -2.57 -0.223
N -1.30 -1.16 -1.14 -0.475
C -1.77 -2.24 -0.56 0.239
C -2.91 -2.94 -1.02 -0.298
C -3.45 -4.16 -0.67 -0.145
C -2.97 -5.14 0.18 -0.324
C -1.79 -5.04 0.91 -0.128
C -0.93 -3.98 1.09 -0.340
C -0.99 -2.63 0.64 0.251
N -0.26 -1.67 1.14 -0.498
C 0.45 -1.86 2.39 -0.232
C 0.29 -0.68 3.34 -0.408
H -1.32 -1.57 4.46 0.199
H -1.11 0.14 4.75 0.196
H -3.18 -0.38 3.53 0.207
H -2.28 -0.99 2.16 0.220
H -1.77 1.78 3.25 0.186
H -3.20 1.49 2.27 0.192
H -2.54 3.46 2.28 0.215
H -2.06 5.66 2.16 0.208
H -0.57 6.81 0.74 0.210
H 0.46 5.93 -1.17 0.207
H 0.33 3.79 -2.03 0.212
H 0.20 1.24 -3.09 0.195
H -1.06 2.49 -3.04 0.197
H -1.98 0.48 -4.07 0.208
H -2.77 0.78 -2.51 0.207
H -0.46 -1.14 -3.02 0.195
H -2.14 -1.65 -3.01 0.203
H -3.49 -2.38 -1.75 0.203
H -4.39 -4.39 -1.17 0.205
H -3.53 -6.06 0.26 0.209
H -1.49 -5.95 1.43 0.206
H -0.05 -4.21 1.68 0.211
H 1.52 -2.03 2.19 0.200
H 0.08 -2.74 2.91 0.190
H 0.52 0.25 2.83 0.229
H 1.02 -0.80 4.14 0.204
O 1.33 1.18 1.00 -0.539
N 2.52 1.28 0.41 0.007
C 3.37 2.19 0.94 0.040
C 4.63 2.35 0.45 -0.269
C 5.04 1.54 -0.63 -0.171
C 4.16 0.64 -1.16 -0.225
C 2.86 0.50 -0.64 0.024
S 1.72 -0.62 -1.27 -0.005
H 2.95 2.75 1.76 0.238
H 5.29 3.08 0.89 0.232
H 6.03 1.64 -1.04 0.225
H 4.43 0.01 -1.99 0.236
```

Computed properties:
ΔE to the lowest compared entry with this formula, charge and spin: 3.3 kcal/mol
Total charge: 0
Total energy: -51399.33942 eV
⟨S²⟩: 0.757
E_LUMO (alpha / beta): 0.40 / -0.04 eV
Multiplicity: 2

=====

[3]
Molecular formula: C5H14N3O
Method: DFT, the ωB97M-V functional and the def2-TZVPD basis

Geometry as XYZ:
```
23
Properties=species:S:1:pos:R:3:nbo_charge:R:1
C -2.26 -0.52 0.36 0.659
C 2.11 0.51 0.18 0.568
C -3.16 -0.40 1.66 -0.725
C -3.12 -0.81 -0.78 -0.749
C 3.44 1.06 -0.09 -0.682
N 1.58 -0.16 -0.78 -0.379
N 1.44 0.79 1.31 -0.763
N 2.23 -0.20 -2.03 -0.652
O -1.03 -0.55 0.30 -0.662
H -4.17 -0.56 1.55 0.235
H -3.03 0.66 2.04 0.248
H -2.58 -0.99 2.43 0.253
H -4.06 -1.25 -0.36 0.247
H -2.58 -1.42 -1.57 0.249
H -3.43 0.13 -1.38 0.274
H 3.63 1.85 0.59 0.229
H 3.43 1.41 -1.06 0.277
H 4.17 0.28 -0.11 0.266
H 0.72 -0.63 -0.57 0.435
H 2.01 1.49 1.82 0.432
H 0.48 0.34 1.52 0.472
H 1.47 -0.03 -2.75 0.386
H 2.71 -1.03 -2.29 0.384
```

Computed properties:
ΔE to the lowest compared entry with this formula, charge and spin: 41.0 kcal/mol
Total charge: +1
Total energy: -11922.62985 eV
E_LUMO: -2.54 eV

=====

[4]
Molecular formula: C3H8N2O
Method: DFT, the ωB97M-V functional and the def2-TZVPD basis

Geometry as XYZ:
```
14
Properties=species:S:1:pos:R:3:nbo_charge:R:1
H -1.16 0.04 -2.77 0.353
N -1.21 -0.01 -1.78 -0.643
C -0.15 -0.40 -1.20 0.146
C 0.06 -0.24 0.28 -0.003
C 1.38 -0.72 0.85 -0.620
O 0.06 1.14 0.67 -0.388
N -0.90 2.02 0.29 -0.487
H 0.82 -0.83 -1.77 0.141
H -0.87 -0.74 0.61 0.179
H 1.60 -1.76 0.75 0.216
H 2.04 -0.08 0.22 0.220
H 1.45 -0.48 1.93 0.236
H -1.88 1.83 0.78 0.305
H -1.17 1.86 -0.67 0.344
```

Computed properties:
ΔE to the lowest compared entry with this formula, charge and spin: 94.4 kcal/mol
Total charge: 0
Total energy: -8265.23414 eV
E_LUMO: 1.06 eV

=====

> Among the records above, which one has the highest ΔE to the lowest compared entry with this formula, charge and spin?

C3H8N2O

=====

What did the first record say?
Molecular formula: C4H3NO2
Method: DFT, the ωB97M-V functional and the def2-TZVPD basis

Geometry as XYZ:
```
10
Properties=species:S:1:pos:R:3:nbo_charge:R:1
N -0.37 2.74 -0.41 -0.276
C -0.79 1.61 -0.47 0.203
C -1.00 0.12 -0.22 0.297
O -0.52 -0.11 1.11 -0.473
C 0.75 -0.63 0.94 0.026
C 0.92 -0.86 -0.35 0.006
O -0.26 -0.63 -1.10 -0.478
H -2.06 -0.25 -0.24 0.220
H 1.54 -0.79 1.72 0.241
H 1.80 -1.20 -0.99 0.233
```

Computed properties:
ΔE to the lowest compared entry with this formula, charge and spin: 65.2 kcal/mol
Total charge: 0
Total energy: -9778.86019 eV
E_LUMO: 0.78 eV

=====

> Which formula does entry 2 have?

C27H30N5ORuS

=====

> Among the records above, which one has the lowest total energy?

C27H30N5ORuS